Record 1
ORCA calculation (ωB97M-V with the def2-TZVPD basis set) on a structure of composition C27H27AgN5O2.

Positions of all 62 atoms, in Å:
Ag 0.16 0.43 -0.36
C -0.95 3.55 -1.96
C 0.00 3.13 -3.04
C 0.72 4.06 -3.77
C 1.62 3.67 -4.75
C 1.79 2.32 -5.01
C 1.08 1.35 -4.31
C 1.31 -0.11 -4.57
C 0.17 1.76 -3.32
N -0.50 0.83 -2.51
C -1.37 -0.01 -3.07
O -1.76 -0.03 -4.25
C -1.95 -1.05 -2.12
C -2.81 -2.04 -2.58
C -3.24 -3.00 -1.67
C -2.81 -2.95 -0.35
C -1.99 -1.90 0.03
N -1.59 -1.00 -0.85
C -1.53 -1.75 1.48
O -1.31 -2.80 2.11
N -1.42 -0.49 1.87
C -1.36 -0.19 3.23
C -2.27 -0.73 4.17
C -3.38 -1.66 3.74
C -2.20 -0.36 5.50
C -1.27 0.57 5.95
C -0.43 1.17 5.03
C -0.48 0.82 3.68
C 0.42 1.55 2.72
H -1.02 4.63 -1.90
H -0.64 3.16 -0.99
H -1.95 3.14 -2.14
H 0.58 5.12 -3.56
H 2.17 4.41 -5.32
H 2.49 2.00 -5.77
H 2.17 -0.26 -5.22
H 0.42 -0.55 -5.02
H 1.48 -0.64 -3.63
H -3.11 -2.04 -3.62
H -3.90 -3.79 -2.00
H -3.10 -3.69 0.38
H -3.81 -1.32 2.79
H -4.17 -1.67 4.49
H -3.01 -2.67 3.57
H -2.90 -0.80 6.21
H -1.23 0.84 7.00
H 0.26 1.93 5.34
H 0.78 2.48 3.17
H -0.11 1.80 1.80
H 1.29 0.96 2.44
C 5.35 -1.79 0.62
N 3.95 -1.49 0.82
C 3.10 -2.11 1.71
C 1.88 -1.52 1.55
N 1.98 -0.55 0.57
C 3.23 -0.56 0.16
H 5.48 -2.80 0.24
H 5.90 -1.69 1.56
H 5.76 -1.09 -0.10
H 3.43 -2.90 2.36
H 0.95 -1.74 2.04
H 3.64 0.07 -0.60

Summary:
Total charge: -1
DFT total energy, eV: -43985.368
Energy relative to the best compared isomer or geometry (same formula, charge and spin), kJ/mol: 0.00
Max |F|, eV/Å: 0.1
HOMO level, eV: -4.369



Record 2
ORCA calculation (ωB97M-V with the def2-TZVPD basis set) on the molecule C5H14N2 in a non-equilibrium geometry.

Positions of all 21 atoms, in Å:
C 2.08 -0.78 0.66
C 1.08 0.39 0.53
C -0.01 0.43 -0.54
C -0.71 -0.94 -0.72
N 0.15 -1.96 -1.33
N -0.95 1.51 -0.33
C -1.63 1.70 0.91
H 2.77 -0.53 1.47
H 1.54 -1.68 0.93
H 2.62 -1.04 -0.24
H 1.66 1.32 0.60
H 0.58 0.37 1.51
H 0.50 0.69 -1.47
H -1.61 -0.72 -1.32
H -1.15 -1.26 0.22
H -0.31 -2.84 -1.16
H 0.15 -1.83 -2.34
H -1.20 1.93 -1.18
H -2.00 0.73 1.28
H -1.06 2.18 1.71
H -2.52 2.31 0.81

Summary:
DFT total energy, eV: -8391.470
Energy relative to the best compared isomer or geometry (same formula, charge and spin), kJ/mol: 110.82
Max |F|, eV/Å: 1.6
HOMO level, eV: -8.153
SMILES: CC[C@@H](CN)NC



Record 3
ORCA calculation (ωB97M-V with the def2-TZVPD basis set) on the molecule C4H7NO in a non-equilibrium geometry.

Positions of all 13 atoms, in Å:
N -0.17 0.06 -0.46
C -0.21 1.20 0.62
C 0.97 -0.73 -0.73
C -1.28 1.42 1.39
C 0.91 -2.05 -0.87
O -0.20 1.35 -1.09
H -1.06 -0.43 -0.54
H 0.80 1.43 0.93
H 1.88 -0.15 -0.80
H -1.15 1.94 2.33
H -2.29 1.19 1.07
H 1.81 -2.63 -1.03
H -0.02 -2.60 -0.81

Summary:
DFT total energy, eV: -7793.529
Energy relative to the best compared isomer or geometry (same formula, charge and spin), kJ/mol: 590.01
Max |F|, eV/Å: 1.4
HOMO level, eV: -7.381



Record 4
ORCA calculation (ωB97M-V with the def2-TZVPD basis set) on a cluster of 2 separate species, C5H8ClFN2S in total in a non-equilibrium geometry.

Positions of all 18 atoms, in Å:
F -2.06 -2.20 -1.33
C -0.78 -1.73 -1.22
Cl -0.80 -0.03 -1.74
C -0.30 -1.85 0.20
C 1.13 -2.13 0.43
N 0.14 -3.14 0.70
H -0.12 -2.27 -1.92
H -0.87 -1.25 0.91
H 1.77 -2.23 -0.44
H 1.63 -1.70 1.30
H 0.09 -3.86 -0.03
N 0.71 5.13 -0.72
C 0.16 4.29 -0.21
C -0.46 3.19 0.54
S 0.36 1.63 0.34
H -0.52 3.64 1.49
H -1.51 2.96 0.26
H 1.42 1.55 1.43

Summary:
DFT total energy, eV: -34367.431
Max |F|, eV/Å: 4.1
HOMO level, eV: -9.841
SMILES: F[C@@H](Cl)[C@@H]1CN1.N#CCS



Record 5
ORCA calculation (ωB97M-V with the def2-TZVPD basis set) on the ion C2H10OP with charge -1.

Positions of all 14 atoms, in Å:
C 1.79 -0.34 0.33
C 0.91 0.85 -0.03
O -0.33 0.84 0.58
P -1.59 -0.21 -0.12
H 1.27 -1.25 0.05
H 2.73 -0.31 -0.21
H 1.96 -0.38 1.40
H 1.43 1.76 0.28
H 0.84 0.91 -1.13
H -2.48 0.27 0.94
H -2.03 0.88 -1.00
H -0.69 -0.66 -1.19
H -1.14 -1.32 0.75
H -2.65 -1.07 -0.66

Summary:
Total charge: -1
DFT total energy, eV: -13570.241
Max |F|, eV/Å: 0.7
HOMO level, eV: -2.815



Record 6
ORCA calculation (ωB97M-V with the def2-TZVPD basis set) on the ion C4H10N3 with charge +1 in a non-equilibrium geometry.

Positions of all 17 atoms, in Å:
C -1.21 -1.26 0.13
C -0.03 -0.47 -0.55
N 0.20 -0.66 -1.92
N 1.21 -0.77 0.53
C 1.31 0.19 1.28
C 0.45 1.47 0.93
N -0.12 1.15 -0.40
H -1.03 -2.36 -0.01
H -2.23 -1.03 -0.17
H -1.20 -1.00 1.22
H -0.53 -1.27 -2.37
H 1.05 -1.09 -1.99
H 1.94 0.27 2.24
H -0.30 1.56 1.75
H 1.02 2.41 1.04
H -1.02 1.50 -0.54
H 0.48 1.36 -1.16

Summary:
Total charge: +1
DFT total energy, eV: -8772.577
Energy relative to the best compared isomer or geometry (same formula, charge and spin), kJ/mol: 195.11
Max |F|, eV/Å: 4.5
HOMO level, eV: -14.769
SMILES: C[C@]1(N)N=CC[NH2+]1